C48H46BBr2F5N5O6P2PbTe | wB97M-V/def2-TZVPD

Properties
Energy relative to the best compared isomer or geometry (same formula, charge and spin): 13.2 kJ/mol
DFT total energy: -255723.4028 eV

```
! wB97M-V def2-TZVPD RIJCOSX def2/J DEFGRID3
* xyz 1 1
Pb 0.0277 -0.1297 -1.5683
C -0.8014 3.6447 -2.2620
C -0.3827 3.1533 -3.6024
C -0.1254 4.0552 -4.6551
C 0.2689 3.5756 -5.8696
C 0.4125 2.1801 -6.0413
C 0.8379 1.5608 -7.2307
Br 1.2037 2.5675 -8.7251
C 1.0181 0.1501 -7.3948
C 0.7731 -0.6785 -6.3676
Br 0.9716 -2.4919 -6.5203
C 0.2874 -0.1405 -5.0296
O 0.0000 -0.8838 -4.1402
C 0.1440 1.3680 -4.9252
N -0.2574 1.8254 -3.7729
H -1.8099 4.0646 -2.3302
H -0.1315 4.4446 -1.9328
H -0.8014 2.8412 -1.5309
H -0.2300 5.1178 -4.4820
H 0.4829 4.2488 -6.6885
H 1.3528 -0.2358 -8.3457
O -0.0425 -1.3702 1.4678
P -0.1186 -0.7415 2.8727
C 0.9503 0.7200 3.0531
P 0.5803 2.0138 1.8349
O 0.3736 1.4223 0.4676
C -0.8558 2.9230 2.4060
C -1.1856 3.0961 3.7499
C -2.3063 3.8382 4.0969
C -3.0943 4.4143 3.1079
C -2.7702 4.2449 1.7684
C -1.6543 3.5005 1.4186
C 1.9620 3.1677 1.8724
C 2.0567 4.1768 2.8316
C 3.1458 5.0366 2.8281
C 4.1415 4.8940 1.8708
C 4.0490 3.8962 0.9096
C 2.9606 3.0351 0.9061
C -1.7801 -0.1223 3.1346
C -2.3625 -0.1387 4.4050
C -3.6340 0.3871 4.5860
C -4.3266 0.9228 3.5051
C -3.7509 0.9461 2.2397
C -2.4758 0.4311 2.0599
C 0.2405 -1.8702 4.1944
C -0.5864 -2.9892 4.2984
C -0.2988 -3.9666 5.2348
C 0.8128 -3.8318 6.0571
C 1.6274 -2.7118 5.9639
C 1.3437 -1.7278 5.0306
H 1.9901 0.4170 2.9244
H 0.8089 1.1326 4.0560
H -0.5884 2.6489 4.5361
H -2.5704 3.9559 5.1416
H -3.9710 4.9878 3.3842
H -3.3937 4.6758 0.9952
H -1.4243 3.3252 0.3766
H 1.2781 4.3014 3.5736
H 3.2155 5.8212 3.5716
H 4.9877 5.5697 1.8692
H 4.8267 3.7873 0.1628
H 2.8733 2.2695 0.1463
H -1.8307 -0.5713 5.2440
H -4.0904 0.3662 5.5681
H -5.3217 1.3285 3.6505
H -4.2859 1.3673 1.3939
H -2.0078 0.4893 1.0853
H -1.4349 -3.1043 3.6343
H -0.9299 -4.8420 5.3087
H 1.0524 -4.6124 6.7679
H 2.4956 -2.6154 6.6033
H 1.9938 -0.8655 4.9453
C 5.7843 -1.8433 -1.4158
N 4.7839 -0.9963 -2.0528
C 4.6402 -0.7542 -3.4685
C 3.3245 0.0116 -3.4988
O 2.7861 0.3493 -4.5659
N 2.8463 0.1771 -2.2448
C 3.7353 -0.4553 -1.4327
N 3.5980 -0.4922 -0.1127
H 6.4973 -2.1632 -2.1695
H 5.3187 -2.7249 -0.9708
H 6.3197 -1.2903 -0.6430
H 4.5436 -1.6766 -4.0455
H 5.4573 -0.1615 -3.8799
H 2.6801 -0.2407 0.2271
H 3.9765 -1.2909 0.3833
F 1.6983 -3.8300 2.3691
Te 1.4855 -2.9394 0.7618
F -0.2571 -3.6584 0.8854
F 1.6987 -4.5902 -0.1014
F 2.2942 -1.5210 1.8771
F 3.3982 -3.0686 0.5209
O 1.3656 -1.9736 -0.7493
B -4.6477 2.1683 -1.1285
C -3.2341 1.4875 -1.2633
N -2.1957 0.9792 -1.3593
H -4.9082 2.7148 -2.1865
H -4.5631 2.9951 -0.2295
H -5.4561 1.2789 -0.9219
C -3.2268 -2.4480 -0.3560
C -2.2182 -2.9932 -1.3114
O -1.3245 -2.2935 -1.7724
C -2.2952 -4.4144 -1.7427
C -3.4328 -5.1834 -1.5272
C -3.4698 -6.5034 -1.9523
C -2.3629 -7.0608 -2.5779
C -1.2192 -6.2973 -2.7847
C -1.1882 -4.9772 -2.3720
H -2.8810 -1.4951 0.0188
H -3.3871 -3.1370 0.4734
H -4.1763 -2.2968 -0.8771
H -4.3019 -4.7571 -1.0409
H -4.3594 -7.0987 -1.7903
H -2.3911 -8.0943 -2.9025
H -0.3509 -6.7359 -3.2602
H -0.3003 -4.3718 -2.5038
*
```



C5H14N2 | wB97M-V/def2-TZVPD

Properties
SMILES string: CNCCN(C)C
Energy relative to the best compared isomer or geometry (same formula, charge and spin): 281.3 kJ/mol
DFT total energy: -8389.7036 eV

```
! wB97M-V def2-TZVPD RIJCOSX def2/J DEFGRID3
* xyz 0 1
C 1.4414 0.4212 2.7504
N 0.8528 -0.3750 1.7249
C -0.3454 0.1658 1.1917
C -0.7923 -0.6782 -0.0864
N -0.0054 -0.1111 -1.2727
C -0.5807 1.2685 -1.7170
C -0.0718 -1.0546 -2.5012
H 0.6584 0.9704 3.3470
H 2.0034 1.1719 2.2683
H 2.0885 -0.1692 3.4091
H 0.6497 -1.3867 2.1242
H 0.0228 1.2701 1.0300
H -1.0900 0.2189 1.9308
H -0.3256 -1.6417 -0.0061
H -1.9366 -0.8095 -0.2451
H -0.5519 1.7583 -0.8159
H -0.1217 1.7857 -2.5979
H -1.7368 1.2100 -1.9804
H 0.5659 -1.9405 -2.3020
H 0.3970 -0.7428 -3.4412
H -1.1214 -1.3317 -2.8107
*
```



C5H28N2O9 | wB97M-V/def2-TZVPD

Properties
SMILES string: NCCNCCC=O.O.O.O.O.O.O.O.O
Energy relative to the best compared isomer or geometry (same formula, charge and spin): 483.1 kJ/mol
DFT total energy: -27045.0386 eV

```
! wB97M-V def2-TZVPD RIJCOSX def2/J DEFGRID3
* xyz 0 1
N 2.0043 2.3752 -1.1972
C 1.8709 1.2631 -2.1740
C 1.7009 -0.1637 -1.5601
N 0.3256 -0.6193 -1.1375
C -0.8012 -0.4844 -1.9548
C -1.8148 0.4024 -1.3116
C -2.6908 1.3117 -2.2628
O -3.3347 2.1679 -1.6941
H 1.1755 2.9028 -1.0309
H 2.2967 2.1236 -0.2872
H 1.1639 1.5768 -2.8565
H 2.8817 1.1299 -2.6948
H 2.0414 -0.8068 -2.5012
H 2.3578 -0.6065 -0.8259
H 0.2870 -0.2665 -0.1568
H -1.2954 -1.5347 -2.2581
H -0.6340 -0.2795 -3.0173
H -2.4496 -0.1730 -0.6524
H -1.3958 1.0406 -0.5164
H -2.7864 1.0198 -3.2602
O -2.2110 -2.8401 0.2411
H -1.7478 -1.9544 0.4891
H -2.3293 -3.4915 1.0148
O -0.5045 -2.5426 2.6780
H -0.1259 -3.4333 2.5082
H 0.3170 -2.0633 2.8333
O 2.5593 1.4587 1.6506
H 1.5489 1.4707 1.7732
H 3.0400 2.2626 1.9559
O 0.8104 -4.3730 1.3630
H 0.3436 -3.9731 0.5649
H 1.7817 -4.4307 1.1618
O -0.1270 1.8065 2.0039
H -0.5851 0.9178 1.9285
H -0.5271 2.4792 1.4387
O -0.8689 3.7607 0.1949
H -1.6173 3.5308 -0.3053
H -0.7380 4.7313 0.3484
O -1.6835 -0.3481 1.8699
H -2.5084 -0.1570 2.2181
H -1.3200 -1.2771 2.2014
O 1.9477 -1.5581 1.3808
H 1.4817 -1.7694 0.5300
H 2.1605 -0.5860 1.3067
*
```